ORCA calculation (ωB97M-V with the def2-TZVPD basis set) on a structure of composition C2H9NPS in a non-equilibrium geometry.

As for the net charge: +1. As for the molar mass: 110.14 g/mol. The calculation puts the energy above the lowest of the compared OMol25 structures with the same formula, charge and spin at 1.711 eV. As for the LUMO energy: -3.47 eV. The value obtained for the highest occupied orbital energy is -13.22 eV.

Each line ends with the natural charge from an NBO analysis.
Atoms and positions in Å:
C  0.165  -0.618  1.518  -0.48
C  0.678  -0.548  0.154  -0.53
N  -1.900  0.577  -1.079  -0.94
P  2.578  -0.662  -0.222  0.34
S  0.139  1.072  0.853  0.28
H  -0.809  -0.988  1.790  0.25
H  0.940  -0.888  2.360  0.27
H  0.135  -1.018  -0.635  0.24
H  -1.547  0.308  -1.968  0.43
H  -2.557  1.327  -1.083  0.43
H  -2.472  -0.177  -0.714  0.42
H  3.239  0.374  0.433  0.01
H  2.498  0.337  -1.234  -0.01
H  -1.087  0.904  -0.174  0.30

Forces on atoms 1 to 2 (eV/Å):
1.664 -0.931 2.232
2.435 0.629 0.755